No. 1
34
Properties=species:S:1:pos:R:3 method="wB97M-V/def2-TZVPD" e_lumo_ha="0.182 / 0.181" spin_multiplicity=3 homo_ev="-0.87 / -0.91" gap_ev="5.81 / 5.83" total_charge=-2 s2=2.0155
C 2.0610 0.4414 -0.8805
C 1.1780 1.1494 -1.7667
C 0.3965 0.2017 -2.4663
C 1.1711 2.6078 -2.0265
C 0.7564 -1.0906 -2.0208
C 1.7965 -0.9547 -1.0400
C 2.5532 -2.0688 -0.4148
C 3.1339 1.0431 -0.0496
C -0.5955 0.5068 -3.5223
C 0.2401 -2.3576 -2.5896
Mo 0.0000 0.0000 0.0000
Cl -2.1376 4.7163 -0.5226
Cl -0.0135 2.2263 0.8691
O -0.8125 -1.8108 0.4160
H 1.6736 3.1607 -1.2426
H 0.1597 2.9955 -2.1055
H 1.6841 2.8061 -2.9699
H -1.1184 1.4366 -3.3242
H -1.3394 -0.2780 -3.6120
H -0.0884 0.6029 -4.4847
H -0.8346 -2.3205 -2.7409
H 0.4520 -3.2045 -1.9483
H 0.7115 -2.5343 -3.5586
H 1.9193 -2.9335 -0.2434
H 2.9774 -1.7724 0.5395
H 3.3749 -2.3733 -1.0653
H 2.8272 2.0009 0.3575
H 4.0323 1.1949 -0.6504
H 3.3912 0.4038 0.7889
H -1.7516 -1.8647 0.1935
O 0.6866 -0.3468 1.7645
H 0.5572 -1.2763 2.0100
N -1.9700 -0.0209 2.5985
C -1.2083 -0.0128 1.5937



No. 2
17
Properties=species:S:1:pos:R:3 method="wB97M-V/def2-TZVPD" e_lumo_ha=-0.109 homo_ev=-15.69 gap_ev=12.72 total_charge=+1
C -1.7569 -1.1812 0.3592
N -0.5678 -0.3663 -0.0083
H -2.0328 -0.9753 1.3908
H -2.6383 -0.7806 -0.1648
H -1.6542 -2.1881 -0.0201
H 0.2823 -0.8056 0.3411
H -0.6606 0.5912 0.3280
H -0.4000 -0.3647 -1.0136
H 1.0948 1.9996 -0.4895
H 0.7243 2.3114 -1.9172
O 0.6831 1.6266 -1.2541
H 0.0959 2.7772 2.0397
H 0.0703 1.6114 2.9851
O 0.1075 1.8217 2.0450
H 0.8987 -2.9713 -1.0915
H 2.1071 -2.3431 -1.5822
O 1.2760 -2.0870 -1.1319



No. 3
42
Properties=species:S:1:pos:R:3 method="wB97M-V/def2-TZVPD" e_lumo_ha=0.008 homo_ev=-6.97 gap_ev=7.18
C 0.4679 3.2620 -3.7469
C -0.8038 2.7895 -3.4360
C -0.9815 1.7940 -2.4585
C 0.1234 1.3360 -1.7483
C 1.4076 1.7472 -2.1244
C 1.5831 2.7553 -3.0844
C -2.3776 1.3330 -2.1623
C -2.5989 -0.1552 -1.8023
N -2.6264 -1.0592 -2.9108
Sn -0.0680 0.1967 0.2008
C 2.6113 1.1205 -1.4470
P 2.1617 -0.6121 -0.9826
H -1.6941 3.1721 -3.9364
H 2.5955 3.1107 -3.2859
H 0.5930 4.0295 -4.5082
H 2.8818 1.6466 -0.5188
H 3.4949 1.0765 -2.1006
H -2.7781 1.8984 -1.3057
H -3.0253 1.5672 -3.0168
H -1.8603 -0.5171 -1.0463
C 3.5011 -1.4057 -0.0926
C 2.1344 -1.3799 -2.6361
H -3.5851 -0.2520 -1.3158
C -1.5467 -1.1113 -3.8591
C -3.2373 -2.3423 -2.6515
H -0.0312 -1.4359 2.2770
H -1.8842 -1.7179 -4.7147
H -1.2818 -0.1105 -4.2178
H -0.6258 -1.5911 -3.4668
H -3.4514 -2.8325 -3.6129
H -2.5949 -3.0205 -2.0546
H -4.1737 -2.1877 -2.0987
H 3.1559 -1.3539 -3.0509
H 1.7848 -2.4213 -2.5690
H 1.4653 -0.8255 -3.3091
H 4.4392 -1.3136 -0.6552
H 3.6146 -0.9481 0.8988
H 3.2608 -2.4708 0.0460
H -0.3055 -1.9986 1.8467
O -0.3999 1.1357 2.4439
N 0.4252 2.0709 2.3378
O 0.9761 2.1929 1.1978



No. 4
55
Properties=species:S:1:pos:R:3 method="wB97M-V/def2-TZVPD" e_lumo_ha=-0.042 homo_ev=-10.70 gap_ev=9.55
C 4.8323 1.5486 0.2942
C 4.1464 2.0081 1.5484
O 4.5389 1.7697 2.6627
O 3.0087 2.7194 1.3034
C 1.8869 2.2777 2.0875
C 0.6250 2.9730 1.6017
C 0.5293 2.9887 0.0645
C -0.9234 2.8961 -0.4541
C -1.1071 1.8039 -1.5222
C -1.0075 0.4437 -0.9197
C 0.2192 -0.2025 -0.8791
C 0.3346 -1.4337 -0.3174
C 1.6332 -2.1643 -0.3507
C 2.4321 -2.1257 0.9135
N 2.1923 -1.2683 1.8146
C -0.8332 -1.9962 0.2477
C -0.8194 -3.3377 0.8976
N -1.9829 -1.3777 0.2047
N -2.0462 -0.1922 -0.3893
C -3.4042 0.4018 -0.4040
C -4.4982 -0.6581 -0.2856
C -4.8772 -1.0056 1.1489
F -5.1241 -2.3701 1.2489
H 4.9192 2.3798 -0.4023
H 5.8207 1.1938 0.5669
H 4.2570 0.7414 -0.1563
H 1.7636 1.2042 1.9255
H 2.0449 2.4708 3.1463
H 0.5914 4.0013 1.9588
H -0.2049 2.3992 2.0159
H 1.1535 2.2042 -0.3572
H 0.9432 3.9319 -0.2854
H -1.6002 2.7352 0.3869
H -1.2029 3.8541 -0.8895
H -2.0258 1.9781 -2.0752
H -0.2946 1.8853 -2.2425
H 1.0867 0.2658 -1.3180
H 1.3925 -3.1979 -0.6076
H 2.1887 -1.7615 -1.1986
H 3.2262 -2.8699 0.9879
H 2.8493 -1.3758 2.5866
H -0.8010 -4.1226 0.1440
H 0.0656 -3.4064 1.5297
H -1.6766 -3.4334 1.5579
H -3.5462 0.9314 -1.3361
H -3.4700 1.0680 0.4558
H -5.3710 -0.2110 -0.7648
H -4.2665 -1.5485 -0.8629
H -5.8124 -0.5214 1.4281
H -4.0951 -0.7542 1.8639
F 0.6558 -3.9098 -4.9560
Al 0.4535 -2.7676 -3.7561
F -0.4441 -1.4402 -4.2796
F 1.9587 -2.2005 -3.2037
F -0.3147 -3.4226 -2.3789



No. 5
104
Properties=species:S:1:pos:R:3 method="wB97M-V/def2-TZVPD" e_lumo_ha="-0.231 / -0.319" spin_multiplicity=2 homo_ev="-11.27 / -11.27" gap_ev="4.99 / 2.58" total_charge=+1 s2=0.7669
C 12.9975 16.9086 -6.2086
N 12.7179 18.3385 -5.8117
O 11.6803 18.5742 -5.2219
O 13.5677 19.1571 -6.0923
H 13.4169 16.9760 -7.2124
H 12.1338 16.2551 -6.3316
H 13.6648 16.5228 -5.4379
C 8.5156 20.5874 -1.9514
N 7.1398 20.0458 -2.1510
O 6.2504 20.6550 -2.7640
O 6.9702 18.9327 -1.6622
H 9.1016 19.8943 -2.5549
H 8.7427 20.4944 -0.8894
H 8.5211 21.6183 -2.3054
C 12.2733 21.1815 -0.3529
C 13.5019 21.9446 -0.8676
C 13.1344 23.3297 -1.5355
O 14.3745 23.9361 -2.0110
C 14.1540 25.1174 -2.8023
N 14.2821 22.1244 0.2516
H 11.8231 21.6794 0.5059
H 12.7260 20.2724 0.0428
H 11.4622 21.0984 -1.0763
H 14.0361 21.3308 -1.5928
H 12.5422 23.8923 -0.8138
H 12.4581 23.1571 -2.3727
H 15.0766 25.5100 -3.2298
H 13.6830 25.8936 -2.1991
H 13.5043 24.8655 -3.6405
H 14.8903 22.8938 0.0101
H 13.8237 22.4743 1.0808
C 5.7834 16.9044 0.8287
C 5.2530 16.4485 2.1487
C 3.6971 16.7345 2.2682
O 2.9847 15.8638 1.3411
C 1.6184 16.2145 1.1025
N 5.3808 15.0320 2.4342
H 6.8081 16.5913 0.6287
H 5.6352 17.9775 0.7086
H 5.2355 16.4729 -0.0090
H 5.7258 16.9527 2.9916
H 3.6207 17.8072 2.0902
H 3.4186 16.5598 3.3075
H 1.4572 17.2686 1.3282
H 0.8241 15.5859 1.5051
H 1.4713 16.1655 0.0236
H 4.4209 14.7610 2.2750
H 5.4548 14.8774 3.4295
C 11.0164 14.8013 -1.4683
C 10.1643 14.8751 -0.4526
C 9.8452 16.0906 0.3952
O 9.2645 16.1562 1.4488
C 10.4108 17.3205 -0.3207
C 11.2033 17.2901 -1.4379
C 11.5674 15.9968 -2.0603
O 12.2505 16.0127 -3.0553
O 11.6734 18.4263 -2.0131
O 9.4274 13.8080 -0.0886
H 10.9634 13.9381 -2.1151
H 10.0127 18.2297 0.1051
H 12.1078 18.0901 -2.8004
H 8.8924 14.1055 0.6509
C 12.7824 11.2654 -0.3809
C 13.5793 11.5735 0.6427
C 14.3684 10.5400 1.3414
O 15.1168 10.7157 2.3015
C 14.1125 9.1593 0.8306
C 13.2459 8.8400 -0.1661
C 12.5132 9.9250 -0.9187
O 11.9312 9.7051 -1.9133
O 12.9113 7.4911 -0.3625
O 13.7205 12.9175 1.0072
H 12.0889 12.0101 -0.7427
H 14.5338 8.3058 1.3411
H 11.9862 7.4428 -0.6145
H 14.1982 13.0659 1.8266
C 9.2398 12.1210 2.5797
C 8.3282 13.0810 2.8595
C 8.0843 13.5477 4.2407
O 7.1911 14.2936 4.6469
C 9.0037 12.9717 5.2030
C 9.9460 12.1014 4.9167
C 10.0774 11.4374 3.5545
O 10.8906 10.5833 3.3211
O 10.8915 11.6265 5.7856
O 7.6089 13.6515 1.9309
H 9.3399 11.9732 1.5146
H 8.9190 13.2288 6.2485
H 11.2909 10.8461 5.3944
H 6.7493 14.0010 2.1769
C 16.2385 15.7889 -2.4829
C 16.0995 16.8238 -3.3369
C 15.4126 18.0563 -2.9889
O 15.3585 19.0511 -3.7675
C 14.8640 18.1299 -1.6891
C 14.9990 17.1482 -0.7731
C 15.7386 15.9066 -1.0522
O 15.9770 15.0127 -0.2861
O 14.5477 17.4124 0.4962
O 16.3326 16.6523 -4.6385
H 16.5421 14.8007 -2.7954
H 14.4330 19.0562 -1.3390
H 14.8288 16.7427 1.1241
H 16.2154 17.4439 -5.1687



No. 6
19
Properties=species:S:1:pos:R:3 method="wB97M-V/def2-TZVPD" e_lumo_ha=0.112 homo_ev=-4.99 gap_ev=8.04 total_charge=-1
C -0.1489 -0.7305 1.2784
C -0.0109 0.7834 1.0959
C -1.6207 0.1736 -0.3198
C -1.3177 -0.9196 0.3724
C -2.6516 0.4004 -1.4072
O 4.7422 -0.3471 -0.4719
O 3.0469 1.1377 0.4595
O 2.5581 -1.2667 -0.1026
O -0.8885 1.2204 0.0598
S 3.3524 -0.0691 -0.3322
Cl -2.0223 -2.4581 -0.1001
H 0.6440 -1.2392 0.8595
H -0.5160 -1.1392 2.2005
H -0.2761 1.4181 1.9089
H 0.9841 1.0015 0.9633
H 2.7735 0.3014 -1.6745
H -2.2226 0.6483 -2.3179
H -3.1550 1.4451 -1.0780
H -3.2706 -0.3602 -1.3941



No. 7
90
Properties=species:S:1:pos:R:3 method="wB97M-V/def2-TZVPD" e_lumo_ha="0.076 / 0.016" spin_multiplicity=5 homo_ev="-4.69 / -4.85" gap_ev="6.75 / 5.29" total_charge=-1 s2=6.0341
Ru 0.2465 1.8292 1.7189
O 2.6811 -0.2339 4.5032
C 1.6086 0.0372 3.9758
N 1.1424 1.2944 3.7094
C 1.7712 2.3829 4.3497
C 2.3489 2.3229 5.6227
C 2.8890 3.4537 6.2088
C 2.8615 4.6696 5.5425
C 2.2749 4.7558 4.2921
C 1.7239 3.6172 3.6970
N 1.0389 3.5894 2.4739
C 1.0683 4.6125 1.5940
O 1.6958 5.6602 1.6427
C 0.0968 4.4232 0.4670
C 0.0624 5.3365 -0.5698
C -0.9794 5.2760 -1.4729
C -1.9583 4.3108 -1.2887
C -1.8118 3.3914 -0.2703
N -0.7971 3.4351 0.5943
C 0.7019 -1.1368 3.6596
C 1.1997 -2.4148 3.9056
C 0.3706 -3.5039 3.7233
C -0.9334 -3.2807 3.3071
C -1.3399 -1.9751 3.0959
N -0.5455 -0.9194 3.2723
H 2.3786 1.3822 6.1457
H 3.3404 3.3816 7.1925
H 3.2962 5.5525 5.9971
H 2.2380 5.6957 3.7694
H 0.8462 6.0801 -0.6121
H -1.0445 5.9785 -2.2947
H -2.8224 4.2636 -1.9377
H -2.5375 2.6032 -0.1337
H 2.2258 -2.5092 4.2305
H 0.7273 -4.5098 3.9106
H -1.6285 -4.0959 3.1455
H -2.3628 -1.7791 2.7843
O 3.3578 0.1885 -0.0125
Cl 2.3962 1.0139 0.6959
O 1.5316 1.7522 -0.3152
O 0.8998 -1.4620 0.2731
O 3.1502 2.0227 1.4413
C -2.7452 1.3088 2.3930
C -2.3328 0.5177 1.1560
O -3.2029 -0.1929 0.6010
N -1.0545 0.6097 0.7593
Te -0.6897 -1.2038 -0.5221
C -0.8765 -3.3396 -1.3907
C -0.1191 -4.4072 -0.9047
C 0.7138 -4.3813 0.3594
C -0.1327 -5.6056 -1.6247
C -0.9016 -5.7809 -2.7614
C -0.8834 -7.0750 -3.5344
C -1.7209 -4.7307 -3.1625
C -1.7345 -3.5190 -2.4846
C -2.6847 -2.4465 -2.9607
C -0.2309 -0.2578 -2.3937
C 1.0425 -0.4242 -2.9541
C 2.0164 -1.5060 -2.5511
C 1.4355 0.4440 -3.9702
C 0.6039 1.4352 -4.4571
C 1.0705 2.4043 -5.5126
C -0.6930 1.5059 -3.9616
C -1.1303 0.6790 -2.9370
C -2.5980 0.7290 -2.5775
H -3.6981 0.9287 2.7508
H -2.8457 2.3704 2.1588
H -1.9826 1.1973 3.1648
H 0.6441 -3.4350 0.8833
H 1.7681 -4.5391 0.1197
H 0.3931 -5.1906 1.0212
H 0.4871 -6.4233 -1.2651
H -0.1834 -7.7855 -3.0942
H -0.5877 -6.9001 -4.5710
H -1.8752 -7.5334 -3.5483
H -2.3699 -4.8565 -4.0258
H -3.5402 -2.8939 -3.4663
H -2.1847 -1.7758 -3.6623
H -3.0551 -1.8534 -2.1239
H 1.6464 -2.1222 -1.7415
H 2.9502 -1.0605 -2.2098
H 2.2214 -2.1454 -3.4138
H 2.4421 0.3456 -4.3676
H 2.0992 2.1972 -5.8063
H 1.0224 3.4283 -5.1349
H 0.4389 2.3460 -6.4021
H -1.3856 2.2304 -4.3827
H -2.9921 1.7385 -2.6761
H -2.8159 0.3721 -1.5714
H -3.1577 0.1048 -3.2778



No. 8
15
Properties=species:S:1:pos:R:3 method="wB97M-V/def2-TZVPD" smiles=CCc1nnnn1SC#N e_lumo_ha=-0.071 homo_ev=-10.90 gap_ev=8.97
C 1.5982 -0.7295 0.4123
C 0.8829 0.1806 -0.6251
C -0.1240 1.0051 -0.0254
N -0.1138 2.3123 0.0323
N -1.3018 2.6784 0.6354
N -2.0218 1.6741 0.8321
N -1.2960 0.5816 0.5050
S -1.6959 -1.2214 1.1098
C -1.6135 -1.8932 -0.4467
N -1.5813 -2.2882 -1.5241
H 1.7633 -0.2097 1.3121
H 2.5489 -1.0351 -0.0699
H 0.9415 -1.6422 0.5695
H 0.3920 -0.3293 -1.4707
H 1.6213 0.9165 -1.2465



Number 1: DFT total energy -44168.66546 eV. Number 2: DFT total energy -8858.40221 eV. Number 3: DFT total energy -36044.93753 eV. Number 4: DFT total energy -46824.44344 eV. Number 5: DFT total energy -86955.48404 eV. Number 6: DFT total energy -36862.37994 eV. Number 7: DFT total energy -84180.44978 eV. Number 8: DFT total energy -22511.21389 eV.